[1]
This record from the OMol25 dataset describes a 3-piece molecular cluster, C34H37O7P2SSi overall. The level of theory is wB97M-V/def2-TZVPD.

Each line ends with the Mulliken charge.
Geometry (Å):
C  2.691  -1.667  1.219  -1.253
P  1.734  -0.191  0.505  -0.026
C  0.568  -1.282  -0.555  -1.394
C  -0.792  -1.619  0.028  -0.311
O  -1.767  -0.619  -0.264  -0.214
Si  -3.043  -0.402  0.741  0.794
C  -4.056  -1.970  0.904  -1.171
C  -2.510  0.111  2.466  -1.247
C  -4.097  0.924  -0.041  -1.089
P  0.730  1.823  -0.252  0.687
O  1.744  2.959  0.365  -0.550
O  -0.609  2.184  0.632  -0.509
S  0.352  2.196  -2.145  -0.496
H  2.007  -2.450  1.575  0.281
H  3.339  -2.106  0.455  0.253
H  3.295  -1.330  2.068  0.525
H  2.606  -0.012  -0.653  0.037
H  2.542  0.749  1.273  0.088
H  0.739  -0.208  1.636  -0.199
H  1.110  -2.235  -0.629  0.506
H  0.471  -0.880  -1.570  0.418
H  -1.153  -2.583  -0.358  0.233
H  -0.686  -1.725  1.121  0.299
H  -5.008  -1.700  1.380  0.316
H  -4.281  -2.418  -0.068  0.306
H  -3.580  -2.730  1.533  0.294
H  -3.138  -0.346  3.239  0.428
H  -1.469  -0.153  2.673  0.328
H  -2.607  1.200  2.552  0.273
H  -3.916  1.884  0.453  0.220
H  -5.165  0.701  0.015  0.436
H  -3.813  1.037  -1.092  0.264
H  1.266  3.781  0.454  0.316
H  -0.522  1.777  1.500  0.224
C  -2.439  4.523  -1.204  -0.378
C  -1.340  5.356  -1.046  -0.367
C  -1.512  6.671  -0.644  -0.934
C  -2.789  7.166  -0.409  0.415
C  -3.900  6.330  -0.581  0.408
C  -3.716  5.010  -0.976  -0.882
C  -5.282  6.828  -0.357  0.542
O  -6.256  6.117  -0.490  -0.673
C  -5.444  8.263  0.042  0.204
C  -6.725  8.768  0.226  -0.559
C  -6.900  10.088  0.603  -0.461
C  -5.795  10.910  0.800  -0.467
C  -4.518  10.411  0.616  -0.552
C  -4.337  9.088  0.235  0.199
C  -2.944  8.576  0.031  0.569
O  -1.991  9.303  0.221  -0.677
H  -2.274  3.497  -1.506  0.298
H  -0.354  4.956  -1.246  0.574
H  -0.665  7.330  -0.510  0.462
H  -4.582  4.373  -1.096  0.511
H  -7.569  8.110  0.072  0.471
H  -7.899  10.481  0.744  0.385
H  -5.934  11.942  1.097  0.389
H  -3.645  11.032  0.763  0.470
C  7.434  -5.565  -3.092  -0.507
C  7.826  -6.875  -3.342  -0.470
C  7.238  -7.922  -2.653  -0.572
C  6.255  -7.662  -1.706  0.243
C  5.868  -6.346  -1.451  0.169
C  6.457  -5.299  -2.148  -0.597
C  4.828  -6.029  -0.427  0.511
O  4.486  -4.892  -0.205  -0.633
C  4.226  -7.174  0.320  0.063
C  3.273  -6.904  1.294  -0.573
C  2.693  -7.947  1.994  -0.581
C  3.059  -9.262  1.723  -0.412
C  4.008  -9.535  0.754  -0.655
C  4.597  -8.492  0.049  0.389
C  5.625  -8.808  -0.986  0.554
O  5.936  -9.954  -1.234  -0.680
H  7.891  -4.749  -3.636  0.403
H  8.592  -7.079  -4.079  0.387
H  7.525  -8.948  -2.838  0.464
H  6.136  -4.288  -1.938  0.533
H  2.999  -5.875  1.484  0.689
H  1.951  -7.737  2.753  0.409
H  2.600  -10.075  2.271  0.385
H  4.305  -10.550  0.528  0.469

**Total charge**: -1

***

[2]
This record from the OMol25 dataset describes C34H38AsF3N3O5PRh as an isolated structure in a non-equilibrium geometry. The level of theory is wB97M-V/def2-TZVPD.

Each line ends with the Mulliken charge.
Geometry (Å):
Rh  -0.446  0.214  -0.274  -0.169
O  5.295  -3.439  -2.016  -0.670
C  5.247  -2.384  -1.448  0.190
O  5.927  -1.476  -1.048  -0.574
C  3.676  -2.037  -1.086  -0.451
C  3.388  -1.631  0.198  -0.849
C  2.098  -1.177  0.465  0.582
N  1.154  -1.160  -0.522  0.861
C  1.456  -1.590  -1.776  0.598
C  2.739  -2.042  -2.092  -1.160
C  0.430  -1.464  -2.784  0.547
C  0.468  -2.144  -4.013  -1.100
C  -0.518  -1.926  -4.945  -0.651
C  -1.541  -1.016  -4.651  -0.849
C  -1.540  -0.409  -3.413  -0.389
N  -0.600  -0.625  -2.503  0.529
C  1.719  -0.635  1.749  0.239
C  2.585  -0.515  2.852  -0.962
C  2.131  0.066  4.013  -0.686
C  0.805  0.506  4.093  -1.158
C  0.011  0.364  2.975  -0.454
N  0.452  -0.168  1.848  0.968
H  4.153  -1.624  0.954  0.547
H  3.006  -2.344  -3.090  0.458
H  1.256  -2.849  -4.211  0.510
H  -0.511  -2.448  -5.887  0.481
H  -2.315  -0.799  -5.366  0.494
H  -2.325  0.286  -3.139  0.494
H  3.600  -0.871  2.791  0.545
H  2.794  0.176  4.856  0.482
H  0.413  0.938  4.998  0.499
H  -1.027  0.676  2.970  0.676
F  7.902  4.333  0.278  -0.252
C  6.985  4.399  1.253  0.832
F  6.908  5.681  1.628  -0.285
F  7.489  3.718  2.297  -0.253
C  5.657  3.831  0.822  0.469
C  5.620  2.518  0.359  -1.130
C  4.422  1.965  -0.039  -0.543
C  3.240  2.721  0.028  0.531
C  3.291  4.039  0.505  -0.855
C  4.493  4.590  0.901  -0.640
C  2.015  2.116  -0.308  0.609
C  0.952  1.539  -0.504  -0.948
H  6.529  1.936  0.313  0.475
H  4.395  0.950  -0.407  0.715
H  2.386  4.625  0.563  0.427
H  4.531  5.602  1.272  0.486
C  -5.719  -0.691  -0.738  -1.422
C  -4.232  -0.650  -1.048  0.422
O  -3.568  -1.357  -0.016  0.096
P  -1.965  -1.492  0.253  0.742
O  -1.688  -3.006  -0.226  -0.242
C  -2.117  -3.581  -1.457  0.160
C  -3.409  -4.367  -1.286  -1.336
O  -1.947  -1.706  1.818  -0.035
C  -2.640  -2.765  2.502  -0.263
C  -4.004  -2.304  2.985  -0.956
H  -6.289  -0.230  -1.538  0.447
H  -5.928  -0.171  0.194  0.293
H  -6.038  -1.725  -0.636  0.324
H  -3.868  0.390  -1.083  -0.294
H  -4.038  -1.123  -2.017  0.258
H  -1.315  -4.252  -1.772  0.530
H  -2.239  -2.804  -2.217  -0.110
H  -3.281  -5.133  -0.525  0.342
H  -3.671  -4.841  -2.229  0.465
H  -4.222  -3.713  -0.981  0.174
H  -1.997  -3.036  3.345  0.410
H  -2.736  -3.624  1.837  0.182
H  -3.903  -1.434  3.631  0.288
H  -4.483  -3.097  3.554  0.443
H  -4.629  -2.047  2.135  0.090
C  -1.008  3.502  1.200  -1.032
As  -1.907  2.063  0.236  0.787
C  -2.582  3.167  -1.239  -1.265
C  -3.483  1.892  1.392  -0.964
H  -1.702  4.326  1.377  0.500
H  -0.164  3.857  0.612  0.249
H  -0.632  3.144  2.156  0.326
H  -3.202  3.972  -0.837  0.465
H  -3.159  2.604  -1.970  0.364
H  -1.718  3.604  -1.746  0.383
H  -4.206  2.672  1.147  0.444
H  -3.161  2.027  2.426  0.419
H  -3.950  0.913  1.304  0.099

**Total charge**: +1
**Energy above the lowest of the compared OMol25 structures with the same formula, charge and spin**: 47.2 kcal per mole

***

[3]
This record from the OMol25 dataset describes a 2-piece molecular cluster, C34H38BBr2NO2S overall in a non-equilibrium geometry. The level of theory is wB97M-V/def2-TZVPD.

Each line ends with the Mulliken charge.
Geometry (Å):
Br  -5.432  2.769  -3.738  -0.086
C  -3.743  2.008  -3.292  0.068
C  -3.605  0.612  -3.200  -0.613
C  -2.404  0.085  -2.721  -0.335
C  -1.283  0.928  -2.485  0.935
C  -0.026  0.316  -2.194  -0.711
C  1.213  0.947  -2.459  0.021
C  2.275  0.272  -3.062  -0.101
C  3.543  0.860  -3.400  0.516
C  4.691  0.045  -3.609  -0.359
C  5.946  0.614  -3.833  -0.594
C  6.085  2.014  -3.878  0.053
Br  7.775  2.791  -4.201  -0.151
C  4.958  2.835  -3.691  -0.642
C  3.710  2.264  -3.444  -0.384
C  -1.430  2.323  -2.643  -0.235
C  -2.626  2.841  -3.147  -0.921
H  -4.444  -0.032  -3.440  0.480
H  -2.325  -0.981  -2.496  0.285
H  -0.073  -0.753  -2.386  0.518
H  1.298  2.016  -2.261  0.327
H  2.148  -0.790  -3.315  0.422
H  4.579  -1.037  -3.602  0.384
H  6.818  -0.014  -4.007  0.405
H  5.064  3.915  -3.764  0.414
H  2.840  2.908  -3.323  0.385
H  -0.606  2.977  -2.340  0.364
H  -2.713  3.900  -3.379  0.416
C  -0.360  -3.520  6.365  -1.219
C  -0.184  -2.498  5.302  0.623
C  0.347  -1.225  5.431  -0.770
C  0.443  -0.515  4.187  -1.031
C  -0.076  -1.268  3.144  0.194
B  -0.002  -1.059  1.520  1.732
C  -1.313  -0.121  1.257  -0.227
C  -2.383  -0.510  0.450  -0.473
C  -3.568  0.242  0.394  -0.799
C  -3.651  1.513  1.030  0.695
N  -4.725  2.339  0.836  0.264
C  -4.941  3.534  1.630  -1.210
C  -5.755  2.037  -0.139  -0.828
C  -2.552  1.909  1.844  -0.863
C  -1.399  1.117  1.897  -0.679
O  1.266  -0.421  1.310  -0.903
C  2.201  -1.480  1.068  1.949
C  3.283  -0.865  0.167  -1.600
C  2.826  -2.004  2.351  -1.938
C  1.251  -2.620  0.429  1.187
C  0.947  -2.260  -0.985  -1.046
C  1.730  -4.061  0.467  -1.902
O  0.011  -2.448  1.100  -0.574
S  -0.625  -2.836  3.636  -0.220
H  -0.078  -3.082  7.331  0.334
H  -1.407  -3.846  6.392  0.280
H  0.283  -4.384  6.145  0.238
H  0.664  -0.836  6.400  0.296
H  0.850  0.495  4.100  0.466
H  -2.307  -1.427  -0.128  0.775
H  -4.430  -0.141  -0.157  0.475
H  -4.643  3.372  2.670  0.389
H  -4.386  4.403  1.238  0.314
H  -6.012  3.782  1.598  0.408
H  -5.322  1.741  -1.105  0.089
H  -6.431  1.238  0.219  0.270
H  -6.355  2.948  -0.306  0.403
H  -2.596  2.842  2.412  0.317
H  -0.554  1.465  2.484  0.336
H  3.915  -1.643  -0.284  0.299
H  2.848  -0.236  -0.615  0.102
H  3.925  -0.212  0.776  0.499
H  3.644  -2.701  2.103  0.401
H  3.247  -1.178  2.935  0.426
H  2.089  -2.534  2.964  0.232
H  1.813  -2.291  -1.664  0.327
H  0.121  -2.876  -1.364  0.636
H  0.587  -1.225  -0.862  -0.679
H  2.667  -4.153  -0.116  0.303
H  1.889  -4.444  1.480  0.360
H  0.974  -4.691  -0.030  0.479

**Energy above the lowest of the compared OMol25 structures with the same formula, charge and spin**: 99.4 kcal per mole

***

Calculated values (eV) of gap between HOMO and LUMO for the records, taken in order: 4.546 5.009 2.874.